DFT (wB97M-V/def2-TZVPD) results for a 2-piece molecular cluster, C2H6Cl2NPS overall.

```
13
Properties=species:S:1:pos:R:3:nbo_charge:R:1
Cl 2.05 1.18 1.12 -0.30
Cl 4.70 0.54 -0.46 -0.26
S 2.71 -1.71 0.46 -0.35
P 2.77 0.21 -0.47 0.69
N -0.16 -0.40 -0.48 -0.67
C -2.54 0.46 0.00 -0.69
C -1.07 0.04 0.25 0.19
H -2.80 1.09 0.74 0.22
H -2.90 0.79 -1.03 0.23
H 1.43 -1.68 -0.02 0.19
H -0.73 0.41 1.27 0.17
H -0.34 -0.51 -1.52 0.36
H -3.11 -0.43 0.14 0.23
```

Its SMILES is [H]/N=C\C.SP(Cl)Cl. For the LUMO energy, the calculation gives 0.81 eV. The value obtained for the HOMO-LUMO gap is 0.357 Eh. The value obtained for the HOMO energy is -0.328 hartree.